[1]
{"formula": "C39H33BaN3P2Se", "method": "wB97M-V/def2-TZVPD", "lumo_energy_ha": -0.236, "charge": 2, "homo_lumo_gap_ev": 6.8, "homo_ev": -13.22, "spin_multiplicity": 1, "elements": ["Ba", "C", "C", "P", "C", "C", "C", "C", "C", "C", "C", "C", "C", "C", "C", "C", "P", "C", "C", "C", "C", "C", "C", "C", "C", "C", "C", "C", "C", "H", "H", "H", "H", "H", "H", "H", "H", "H", "H", "H", "H", "H", "H", "H", "H", "H", "H", "H", "H", "H", "H", "H", "H", "N", "C", "C", "C", "C", "C", "C", "C", "H", "H", "H", "H", "H", "Se", "N", "C", "C", "C", "C", "C", "C", "N", "H", "H", "H", "H"], "xyz": [[-0.57698, 0.67012, 0.77264], [2.14499, -1.27710, 2.95922], [2.27871, -1.40472, 1.43741], [2.59842, 0.11641, 0.43205], [4.36067, 0.39799, 0.57720], [4.78534, 1.72556, 0.53778], [6.13600, 2.03149, 0.62852], [7.06307, 1.01077, 0.76737], [6.65113, -0.31598, 0.81466], [5.30374, -0.61992, 0.71971], [2.30064, -0.60706, -1.22379], [2.92024, -1.76862, -1.69354], [2.66240, -2.25546, -2.96096], [1.78598, -1.57957, -3.80470], [1.17676, -0.41491, -3.37248], [1.42905, 0.05982, -2.08735], [0.92580, -0.01082, 3.48950], [0.57199, -0.37832, 5.23332], [0.74590, -1.64022, 5.78916], [0.43868, -1.86395, 7.12519], [-0.04161, -0.83148, 7.91407], [-0.22084, 0.43231, 7.36251], [0.08518, 0.65420, 6.03118], [1.87928, 1.53341, 3.53404], [1.20552, 2.72912, 3.30786], [1.86709, 3.95256, 3.36038], [3.22103, 3.98196, 3.64288], [3.91001, 2.79562, 3.87994], [3.24716, 1.58273, 3.82883], [3.10936, -1.09826, 3.43088], [1.80904, -2.24706, 3.33511], [1.35953, -1.83843, 1.00934], [3.03075, -2.17860, 1.23826], [4.05963, 2.52256, 0.43884], [6.45789, 3.06196, 0.59409], [8.11548, 1.24660, 0.84123], [7.37793, -1.10678, 0.92418], [4.99512, -1.65600, 0.76390], [3.62542, -2.29649, -1.06306], [3.15570, -3.15274, -3.30501], [1.60652, -1.95026, -4.80356], [0.54703, 0.14996, -4.04438], [1.01744, 1.03413, -1.80065], [1.11704, -2.46901, 5.20007], [0.58248, -2.84947, 7.54491], [-0.26985, -1.00581, 8.95546], [-0.59375, 1.24357, 7.97094], [-0.04914, 1.65411, 5.62967], [0.13384, 2.72912, 3.11357], [1.31927, 4.87080, 3.20116], [3.74853, 4.92382, 3.69948], [4.96475, 2.81817, 4.11518], [3.80846, 0.68447, 4.03077], [-0.18313, 3.19973, 0.14841], [-0.03211, 4.32603, -0.02656], [0.18623, 5.74446, -0.21494], [-0.89834, 6.54361, -0.56487], [-0.68683, 7.90145, -0.73615], [0.58566, 8.42995, -0.55835], [1.65978, 7.61923, -0.21006], [1.46488, 6.25963, -0.03388], [-1.87980, 6.11231, -0.70013], [-1.51201, 8.54289, -1.00810], [0.74404, 9.49084, -0.69346], [2.64247, 8.04664, -0.07982], [2.28454, 5.60790, 0.23646], [-3.82142, -0.16082, 1.10118], [-2.63664, 0.06553, -0.32216], [-3.39114, 0.30205, -1.37546], [-2.89683, 0.51643, -2.71152], [-3.78942, 0.75547, -3.68930], [-5.22580, 0.81009, -3.46446], [-5.74447, 0.62063, -2.24448], [-4.83093, 0.35940, -1.14382], [-5.26055, 0.17777, 0.06874], [-1.83941, 0.45910, -2.91724], [-3.43542, 0.90823, -4.69989], [-5.86807, 0.99950, -4.31197], [-6.80461, 0.64694, -2.04835]]}

[2]
{"formula": "C39H33BeN9", "method": "wB97M-V/def2-TZVPD", "lumo_energy_ha": [-0.025, -0.025], "homo_lumo_gap_ev": [4.7, 5.6], "homo_ev": [-5.40, -6.34], "spin_multiplicity": 1, "elements": ["Be", "C", "C", "N", "C", "C", "N", "C", "C", "C", "C", "C", "N", "C", "C", "N", "C", "C", "N", "C", "C", "C", "N", "C", "C", "H", "H", "H", "H", "H", "H", "H", "H", "H", "H", "H", "H", "C", "C", "C", "C", "C", "C", "C", "C", "C", "C", "H", "H", "H", "H", "H", "H", "H", "H", "H", "H", "H", "H", "C", "C", "N", "C", "C", "C", "C", "C", "C", "C", "C", "N", "C", "N", "H", "H", "H", "H", "H", "H", "H", "H", "H"], "xyz": [[-0.66637, -0.20308, 0.42916], [0.83773, 3.91612, 2.76379], [-0.14186, 3.05111, 2.31028], [0.10377, 1.76216, 2.11449], [1.33077, 1.32094, 2.35352], [2.31836, 2.20602, 2.79401], [2.07632, 3.49122, 3.00602], [1.58774, -0.12015, 2.10535], [2.62700, -0.74874, 2.73170], [2.88909, -2.12864, 2.49242], [2.06766, -2.78669, 1.61506], [1.00971, -2.11498, 0.99357], [0.75987, -0.76844, 1.23230], [0.06845, -2.71525, 0.10971], [0.07894, -4.04178, -0.37201], [-0.84305, -4.51057, -1.17556], [-1.82342, -3.65062, -1.55264], [-1.84627, -2.35132, -1.11549], [-0.92133, -1.87230, -0.27822], [3.97583, -2.83244, 3.19730], [4.33294, -2.49576, 4.50124], [5.34782, -3.19782, 5.13113], [6.02685, -4.19300, 4.56145], [5.68895, -4.50815, 3.31080], [4.69007, -3.86750, 2.59686], [0.63495, 4.96722, 2.93184], [-1.14627, 3.40011, 2.09007], [3.33736, 1.87443, 2.95631], [3.25651, -0.19455, 3.41223], [2.21105, -3.84272, 1.42497], [0.87327, -4.72645, -0.09167], [-2.57712, -4.03381, -2.22765], [-2.61273, -1.65564, -1.44074], [3.81054, -1.71046, 5.03380], [5.63060, -2.95450, 6.15011], [6.25749, -5.31100, 2.85342], [4.48803, -4.15548, 1.57237], [1.50472, 1.81040, -1.18363], [0.22790, 1.39191, -1.91309], [-0.24823, 2.56937, -2.76518], [-0.81525, 0.85062, -0.95963], [0.45774, 0.13140, -2.77445], [-0.47277, -0.24144, -3.75276], [-0.33817, -1.42055, -4.46770], [0.73273, -2.27414, -4.22753], [1.66564, -1.91931, -3.26506], [1.53437, -0.73196, -2.55354], [1.31758, 2.73515, -0.63120], [2.32349, 1.99139, -1.88608], [1.81968, 1.05226, -0.46368], [-0.39033, 3.44604, -2.12730], [-1.19766, 2.36074, -3.25902], [0.49061, 2.82052, -3.53184], [-1.81143, 0.89265, -1.43641], [-1.33161, 0.39112, -3.94648], [-1.08112, -1.67929, -5.21457], [0.84074, -3.19468, -4.78738], [2.50959, -2.57142, -3.06436], [2.27795, -0.49566, -1.80248], [-3.30198, -1.12628, 3.36521], [-2.25126, -1.12289, 2.47090], [-2.12034, -0.16857, 1.53951], [-3.04034, 0.78074, 1.45290], [-4.16023, 0.83464, 2.27080], [-4.26279, -0.12934, 3.26645], [-5.17252, 1.89528, 2.14348], [-5.60728, 2.52129, 1.04952], [-5.31587, 2.25102, -0.37283], [-5.59301, 3.22720, -1.32429], [-5.32457, 2.92867, -2.64704], [-4.83024, 1.75334, -3.02646], [-4.61028, 0.88387, -2.04330], [-4.82371, 1.06652, -0.74619], [-3.36623, -1.89648, 4.12116], [-1.48881, -1.89402, 2.49331], [-2.86244, 1.53424, 0.69226], [-5.10167, -0.10290, 3.95365], [-5.60018, 2.22407, 3.08628], [-6.30663, 3.33668, 1.20237], [-5.99488, 4.18899, -1.03172], [-5.51120, 3.64967, -3.43589], [-4.21613, -0.08409, -2.33612]]}

Values of energy relative to the best compared isomer or geometry (same formula, charge and spin), in order: 0.9251 0.3421, all in eV.